DFT (wB97M-V/def2-TZVPD) results for C50H39AsCdNO8P2S2Se as an isolated structure at a distorted geometry.

Cartesian coordinates (Å):
Cd (0.74, -0.96, -1.09)
O (-0.91, 1.66, 2.15)
P (-1.98, 2.49, 1.50)
C (-1.37, 3.63, 0.25)
P (-0.40, 2.82, -1.07)
O (-0.51, 1.32, -1.13)
C (-1.03, 3.54, -2.58)
C (-1.14, 4.92, -2.76)
C (-1.60, 5.43, -3.97)
C (-1.96, 4.55, -4.99)
C (-1.86, 3.18, -4.81)
C (-1.39, 2.67, -3.60)
C (1.26, 3.43, -0.84)
C (1.84, 3.32, 0.43)
C (3.14, 3.74, 0.63)
C (3.88, 4.24, -0.43)
C (3.32, 4.34, -1.70)
C (2.00, 3.95, -1.90)
C (-3.28, 1.56, 0.69)
C (-4.31, 2.19, -0.01)
C (-5.27, 1.42, -0.66)
C (-5.20, 0.03, -0.60)
C (-4.18, -0.59, 0.11)
C (-3.22, 0.18, 0.76)
C (-2.79, 3.55, 2.71)
C (-3.42, 4.75, 2.40)
C (-4.02, 5.52, 3.39)
C (-4.00, 5.08, 4.71)
C (-3.38, 3.88, 5.03)
C (-2.77, 3.12, 4.04)
H (-0.75, 4.36, 0.76)
H (-2.21, 4.13, -0.23)
H (-0.85, 5.60, -1.97)
H (-1.68, 6.50, -4.11)
H (-2.32, 4.94, -5.93)
H (-2.13, 2.50, -5.61)
H (-1.29, 1.60, -3.44)
H (1.27, 2.89, 1.26)
H (3.58, 3.67, 1.62)
H (4.91, 4.54, -0.28)
H (3.90, 4.72, -2.53)
H (1.57, 4.02, -2.89)
H (-4.38, 3.27, -0.07)
H (-6.07, 1.90, -1.21)
H (-5.94, -0.57, -1.11)
H (-4.11, -1.67, 0.14)
H (-2.40, -0.29, 1.28)
H (-3.44, 5.11, 1.37)
H (-4.51, 6.45, 3.13)
H (-4.47, 5.68, 5.48)
H (-3.36, 3.54, 6.06)
H (-2.27, 2.18, 4.28)
O (1.73, -2.66, 0.25)
S (0.41, -2.96, 0.87)
O (0.47, -3.38, 2.24)
O (-0.50, -1.80, 0.63)
C (-0.27, -4.36, -0.05)
C (-0.46, -5.49, 0.73)
C (-0.93, -6.67, 0.16)
C (-1.22, -6.72, -1.18)
C (-1.05, -5.60, -1.97)
C (-0.58, -4.40, -1.44)
S (-0.38, -3.09, -2.65)
O (-0.87, -3.62, -3.89)
O (1.05, -2.77, -2.62)
O (-1.16, -1.93, -2.14)
H (-0.22, -5.44, 1.78)
H (-1.07, -7.55, 0.79)
H (-1.58, -7.64, -1.63)
H (-1.28, -5.61, -3.03)
C (3.64, -3.68, 4.97)
C (2.82, -2.67, 5.44)
C (2.44, -1.63, 4.60)
C (2.88, -1.59, 3.28)
C (3.72, -2.60, 2.82)
C (4.09, -3.64, 3.65)
As (2.24, -0.14, 2.06)
C (4.03, 0.24, 1.39)
C (4.66, -0.38, 0.32)
C (5.96, -0.02, -0.01)
C (6.63, 0.95, 0.73)
C (5.99, 1.57, 1.80)
C (4.69, 1.22, 2.13)
C (3.87, 1.81, 3.22)
C (4.28, 2.82, 4.09)
C (3.40, 3.31, 5.04)
C (2.10, 2.81, 5.13)
C (1.69, 1.79, 4.27)
C (2.58, 1.29, 3.33)
H (3.93, -4.50, 5.62)
H (2.46, -2.69, 6.46)
H (1.77, -0.87, 4.97)
H (4.06, -2.60, 1.79)
H (4.73, -4.43, 3.27)
H (4.15, -1.13, -0.27)
H (6.45, -0.50, -0.86)
H (7.64, 1.23, 0.48)
H (6.52, 2.33, 2.38)
H (5.28, 3.23, 4.01)
H (3.72, 4.10, 5.71)
H (1.41, 3.21, 5.86)
H (0.68, 1.41, 4.31)
Se (2.37, 0.55, -2.36)
C (3.67, -0.67, -2.85)
N (4.55, -1.36, -3.17)

Properties
Energy (eV): -241357.55469
Charge: -1
Max |F| (Eh/bohr): 0.02034
HOMO-LUMO gap (eV): 7.5
Lowest unoccupied orbital energy (eV): 1.937


DFT (wB97M-V/def2-TZVPD) results for C4H2CoO2 as an isolated structure at a distorted geometry.

Cartesian coordinates (Å):
O (-1.77, -1.21, -1.48)
C (-1.37, -0.29, -0.97)
C (-0.84, 1.02, -0.57)
C (-1.79, 1.31, 0.36)
H (-1.51, 1.59, 1.38)
H (-2.41, 2.00, -0.34)
O (2.13, -0.48, -0.11)
C (2.61, -1.49, 0.07)
Co (1.14, 1.27, -0.32)

Properties
2S+1: 5
Energy (eV): -45856.22800
Charge: +3
Max |F| (Eh/bohr): 0.09031
HOMO-LUMO gap (alpha / beta) (eV): 7.5 / 6.7
Relative energy (zero: lowest compared OMol25 entry of this formula, charge and spin) (kJ/mol): 0.0
⟨S²⟩: 6.01
Lowest unoccupied orbital energy (alpha / beta) (eV): -18.458 / -19.406


DFT (wB97M-V/def2-TZVPD) results for a 2-piece molecular cluster, C3H6NO2 overall at a distorted geometry.

Cartesian coordinates (Å):
C (-0.69, 2.19, 0.06)
C (-0.71, 0.83, 0.01)
N (-0.99, -0.12, 1.08)
H (-1.09, 2.52, 1.05)
H (-0.39, 2.97, -0.63)
H (-0.31, 0.31, -0.92)
H (-1.95, -0.39, 0.94)
H (-0.43, -0.91, 0.65)
O (0.45, -2.38, -0.20)
C (1.63, -1.82, -0.59)
O (2.01, -1.27, -1.69)
H (2.47, -1.92, 0.23)

Properties
Energy (eV): -8793.26262
Charge: -1
Max |F| (Eh/bohr): 0.09743
HOMO-LUMO gap (eV): 8.6
Relative energy (zero: lowest compared OMol25 entry of this formula, charge and spin) (kJ/mol): 188.6
Lowest unoccupied orbital energy (eV): 4.120


DFT (wB97M-V/def2-TZVPD) results for one molecule with the formula C6H11N.

Cartesian coordinates (Å):
C (-1.58, 0.63, 0.85)
C (-0.08, 0.88, 0.73)
C (0.40, -0.29, -0.17)
C (1.86, -0.64, 0.14)
C (0.27, 0.07, -1.66)
C (-0.58, -1.44, 0.09)
N (-1.62, -0.84, 0.63)
H (-1.99, 0.88, 1.84)
H (-2.45, -1.36, 0.87)
H (-2.17, 1.15, 0.09)
H (0.37, 0.78, 1.72)
H (0.17, 1.86, 0.32)
H (1.98, -0.99, 1.17)
H (2.24, -1.43, -0.52)
H (2.49, 0.25, 0.01)
H (0.54, -0.78, -2.29)
H (-0.76, 0.36, -1.91)
H (0.93, 0.91, -1.90)

Properties
Energy (eV): -7888.96712
Charge: 0
Max |F| (Eh/bohr): 0.00935
HOMO-LUMO gap (eV): 9.0
Relative energy (zero: lowest compared OMol25 entry of this formula, charge and spin) (kJ/mol): 150.9
Lowest unoccupied orbital energy (eV): 0.890


DFT (wB97M-V/def2-TZVPD) results for a 12-piece molecular cluster, C49H66BrN14O8 overall at a distorted geometry.

Cartesian coordinates (Å):
C (7.09, -2.68, -0.20)
C (5.58, -2.48, -0.77)
C (5.59, -1.01, -1.48)
C (5.14, -3.66, -1.81)
C (3.59, -4.12, -1.59)
C (2.72, -2.76, -1.56)
C (2.43, -1.96, -2.90)
C (2.92, -2.46, -4.34)
C (3.87, -1.43, -5.12)
C (4.42, -2.23, -6.44)
O (5.42, -2.98, -6.27)
O (3.78, -2.13, -7.73)
C (1.61, -0.66, -2.73)
C (1.07, -0.10, -1.37)
C (1.32, -0.90, -0.05)
C (0.76, -0.37, 1.35)
C (-0.87, -0.39, 1.29)
C (-1.47, -1.84, 1.73)
Br (-1.47, 1.05, 2.55)
C (2.17, -2.22, -0.21)
C (2.41, -3.04, 1.17)
O (3.06, -2.49, 2.11)
O (1.83, -4.29, 1.21)
C (0.31, 1.27, -1.62)
O (-0.32, 1.93, -0.77)
N (0.54, 1.58, -3.06)
C (1.43, 2.78, -3.31)
C (0.82, 4.14, -2.67)
O (1.18, 5.30, -3.52)
C (2.53, 5.72, -3.18)
O (3.10, 6.55, -3.94)
C (1.10, 0.41, -3.80)
O (1.07, 0.40, -5.05)
H (7.28, -3.74, 0.19)
H (7.79, -2.36, -1.05)
H (7.30, -1.97, 0.68)
H (4.87, -2.50, 0.13)
H (6.38, -0.39, -0.91)
H (5.94, -1.05, -2.57)
H (4.59, -0.47, -1.32)
H (5.29, -3.23, -2.87)
H (5.88, -4.53, -1.70)
H (3.30, -4.78, -2.50)
H (3.54, -4.69, -0.60)
H (2.01, -2.80, -4.97)
H (3.54, -3.42, -4.17)
H (3.35, -0.48, -5.50)
H (4.82, -1.17, -4.52)
H (2.82, -2.31, -7.55)
H (1.05, -1.01, 2.25)
H (1.16, 0.70, 1.57)
H (-1.19, -0.23, 0.21)
H (-2.53, -1.91, 1.26)
H (-0.80, -2.62, 1.22)
H (-1.54, -1.96, 2.87)
H (1.70, 2.91, -4.41)
H (2.40, 2.57, -2.70)
H (1.28, 4.26, -1.61)
H (-0.31, 4.09, -2.58)
H (3.12, 5.36, -2.26)
C (3.17, -5.56, -8.82)
C (3.00, -5.42, -7.34)
N (2.86, -5.30, -6.18)
H (3.73, -4.71, -9.21)
H (3.72, -6.48, -9.04)
H (2.20, -5.60, -9.30)
C (-0.06, 2.58, 6.40)
C (0.77, 2.42, 5.16)
N (1.43, 2.29, 4.19)
H (-0.74, 1.74, 6.50)
H (0.59, 2.62, 7.28)
H (-0.63, 3.51, 6.34)
C (-4.10, -1.00, 5.67)
C (-2.67, -0.55, 5.70)
N (-1.55, -0.20, 5.73)
H (-4.30, -1.52, 4.73)
H (-4.30, -1.66, 6.51)
H (-4.76, -0.13, 5.74)
C (8.08, 0.31, 3.85)
C (8.38, -0.20, 2.48)
N (8.62, -0.59, 1.40)
H (8.62, -0.28, 4.59)
H (8.38, 1.35, 3.94)
H (7.01, 0.23, 4.05)
C (-0.52, 5.03, 10.23)
C (-0.55, 5.20, 8.74)
N (-0.57, 5.34, 7.53)
H (-0.72, 3.99, 10.48)
H (0.46, 5.31, 10.61)
H (-1.28, 5.66, 10.69)
C (-3.19, 5.38, 4.27)
C (-2.39, 5.33, 5.53)
N (-1.76, 5.28, 6.54)
H (-4.09, 5.98, 4.42)
H (-2.60, 5.83, 3.46)
H (-3.48, 4.37, 3.97)
C (-5.18, 5.55, 8.44)
C (-5.63, 5.22, 7.04)
N (-5.99, 4.96, 5.95)
H (-4.77, 4.66, 8.91)
H (-4.41, 6.32, 8.40)
H (-6.03, 5.91, 9.02)
C (-1.50, -5.19, -6.35)
C (-0.57, -4.49, -7.29)
N (0.17, -3.94, -8.02)
H (-0.94, -5.77, -5.63)
H (-2.11, -4.46, -5.82)
H (-2.16, -5.85, -6.91)
C (-5.62, 3.91, 12.48)
C (-4.51, 4.11, 11.49)
N (-3.64, 4.26, 10.72)
H (-6.06, 2.92, 12.35)
H (-5.24, 4.00, 13.50)
H (-6.40, 4.67, 12.32)
C (-2.83, 6.94, -4.11)
C (-1.44, 6.36, -4.03)
N (-0.35, 5.90, -3.98)
H (-2.92, 7.57, -4.99)
H (-3.56, 6.14, -4.16)
H (-3.02, 7.54, -3.22)
C (-3.08, -8.73, -8.53)
C (-3.25, -8.57, -7.04)
N (-3.38, -8.46, -5.87)
H (-2.52, -7.88, -8.93)
H (-2.53, -9.65, -8.74)
H (-4.05, -8.77, -9.01)
C (-6.73, 5.14, 2.05)
C (-5.61, 5.33, 1.06)
N (-4.74, 5.48, 0.29)
H (-7.17, 4.15, 1.92)
H (-6.34, 5.23, 3.07)
H (-7.50, 5.90, 1.89)
C (-7.43, -7.30, -5.85)
C (-6.60, -7.46, -7.09)
N (-5.95, -7.59, -8.06)
H (-8.12, -8.13, -5.75)
H (-6.78, -7.26, -4.98)
H (-8.00, -6.37, -5.91)

Properties
Energy (eV): -159148.19829
Charge: -1
Max |F| (Eh/bohr): 0.28696
HOMO-LUMO gap (eV): 5.9
Relative energy (zero: lowest compared OMol25 entry of this formula, charge and spin) (kJ/mol): 1469.3
Lowest unoccupied orbital energy (eV): 1.027


DFT (wB97M-V/def2-TZVPD) results for C36H36BrI2N2O2PV as an isolated structure at a distorted geometry.

Cartesian coordinates (Å):
V (0.63, 0.25, 0.21)
C (5.74, 0.04, -0.59)
C (4.48, -0.61, -1.17)
C (4.08, -1.80, -0.33)
C (4.81, -2.98, -0.47)
C (4.52, -4.09, 0.29)
C (3.45, -4.04, 1.17)
C (2.70, -2.89, 1.33)
C (1.60, -2.89, 2.35)
C (2.16, -2.47, 3.71)
C (3.04, -1.74, 0.60)
N (2.40, -0.50, 0.80)
C (3.07, 0.41, 1.44)
C (2.61, 1.73, 1.41)
C (3.08, 2.95, 1.92)
C (2.32, 3.94, 1.33)
C (1.40, 3.29, 0.50)
N (1.55, 1.97, 0.55)
H (6.02, 0.92, -1.18)
H (6.57, -0.66, -0.60)
H (5.57, 0.36, 0.43)
H (4.71, -0.96, -2.18)
H (3.67, 0.12, -1.23)
H (5.61, -3.01, -1.20)
H (5.11, -4.98, 0.20)
H (3.21, -4.91, 1.76)
H (1.18, -3.90, 2.41)
H (0.80, -2.21, 2.03)
H (2.96, -3.15, 4.00)
H (1.40, -2.49, 4.48)
H (2.57, -1.46, 3.65)
H (4.00, 0.17, 1.96)
H (3.88, 3.08, 2.63)
H (2.41, 5.00, 1.48)
H (0.66, 3.75, -0.12)
I (-0.08, 0.50, 2.98)
C (-1.65, -1.00, 3.38)
I (-2.53, -1.93, 1.67)
H (-2.44, -0.49, 3.92)
H (-1.19, -1.78, 3.98)
C (-0.98, 2.54, -1.95)
P (-1.49, 1.50, -0.51)
C (-2.08, 2.65, 0.79)
C (-1.81, 4.00, 0.89)
C (-2.29, 4.74, 1.96)
C (-3.06, 4.14, 2.94)
C (-3.36, 2.79, 2.84)
C (-2.88, 2.06, 1.78)
C (-3.18, 1.14, -1.16)
C (-3.58, -0.12, -1.58)
C (-4.82, -0.31, -2.16)
C (-5.69, 0.76, -2.31)
C (-5.32, 2.02, -1.86)
C (-4.07, 2.21, -1.31)
H (-1.51, 3.49, -1.94)
H (-1.25, 2.00, -2.85)
H (0.10, 2.69, -1.95)
H (-1.22, 4.50, 0.13)
H (-2.07, 5.79, 2.02)
H (-3.44, 4.72, 3.77)
H (-3.98, 2.32, 3.60)
H (-3.15, 1.01, 1.68)
H (-2.92, -0.96, -1.46)
H (-5.11, -1.29, -2.50)
H (-6.66, 0.62, -2.77)
H (-6.00, 2.85, -1.95)
H (-3.79, 3.20, -0.97)
Br (-3.84, -4.03, -5.36)
C (-2.58, -3.18, -4.22)
C (-2.07, -3.89, -3.14)
C (-1.20, -3.25, -2.28)
C (-0.82, -1.93, -2.51)
C (-1.32, -1.25, -3.63)
C (-2.21, -1.87, -4.48)
C (-0.04, -1.20, -1.48)
O (-0.12, -1.57, -0.29)
O (0.59, -0.15, -1.75)
H (-2.35, -4.91, -2.98)
H (-0.81, -3.77, -1.41)
H (-1.01, -0.23, -3.81)
H (-2.63, -1.35, -5.33)

Properties
2S+1: 2
Energy (eV): -166212.99845
Charge: 0
Max |F| (Eh/bohr): 0.03150
HOMO-LUMO gap (alpha / beta) (eV): 6.2 / 5.2
Relative energy (zero: lowest compared OMol25 entry of this formula, charge and spin) (kJ/mol): 0.0
⟨S²⟩: 0.80
Lowest unoccupied orbital energy (alpha / beta) (eV): -0.366 / -0.403


DFT (wB97M-V/def2-TZVPD) results for C4H6BrN2O2S as an isolated structure at a distorted geometry.

Cartesian coordinates (Å):
C (-1.12, -0.87, -0.54)
C (0.57, 0.55, 0.27)
C (-2.16, -0.43, 0.36)
C (2.66, -0.37, -0.12)
N (0.12, -0.59, -0.38)
N (1.84, 0.79, 0.33)
O (-3.05, 1.67, -0.90)
O (-0.35, 1.43, 0.51)
S (-2.48, 1.41, 0.35)
Br (-3.97, -1.18, 0.19)
H (-1.11, -1.61, -1.37)
H (-1.74, -0.40, 1.42)
H (2.12, -1.13, -0.78)
H (2.73, -0.99, 0.75)
H (3.63, 0.06, -0.56)
H (2.29, 1.65, 0.50)

Properties
Energy (eV): -92187.81662
Charge: +1
Max |F| (Eh/bohr): 0.07950
HOMO-LUMO gap (eV): 8.4
Relative energy (zero: lowest compared OMol25 entry of this formula, charge and spin) (kJ/mol): 0.0
Lowest unoccupied orbital energy (eV): -6.052


DFT (wB97M-V/def2-TZVPD) results for C21H64Ba2F6O17 as an isolated structure at a distorted geometry.

Cartesian coordinates (Å):
Ba (1.14, -6.19, 3.32)
Ba (-5.16, -6.72, 0.47)
C (-0.51, -1.01, -0.76)
O (0.26, -0.31, 0.19)
O (-0.78, -2.18, -0.07)
C (-1.61, 0.06, -1.43)
F (-2.62, -0.62, -2.05)
F (-2.18, 1.00, -0.64)
F (-0.93, 0.64, -2.42)
C (1.47, 0.34, -0.18)
C (1.91, 1.16, 1.08)
H (1.99, 0.43, 1.88)
H (2.88, 1.67, 1.11)
H (1.17, 1.79, 1.57)
H (1.22, 1.04, -0.98)
H (2.30, -0.31, -0.44)
H (0.21, -1.26, -1.53)
C (3.88, -3.75, 7.96)
O (2.88, -4.74, 8.27)
O (4.06, -3.74, 6.58)
C (3.61, -2.38, 8.81)
F (3.90, -2.41, 10.13)
F (4.41, -1.40, 8.34)
F (2.35, -1.99, 8.76)
C (2.58, -4.93, 9.64)
C (1.58, -6.07, 9.68)
H (1.99, -7.01, 9.31)
H (1.44, -6.20, 10.75)
H (0.64, -5.69, 9.27)
H (2.05, -4.05, 10.01)
H (3.44, -5.22, 10.23)
H (4.77, -4.13, 8.45)
C (-9.01, -1.58, -0.28)
O (-7.79, -2.15, 0.17)
H (-9.84, -2.28, -0.23)
H (-9.25, -0.68, 0.29)
H (-8.98, -1.27, -1.32)
H (-7.23, -1.45, 0.51)
C (9.19, -0.93, 1.43)
O (9.71, -2.04, 2.17)
H (9.97, -0.82, 0.67)
H (8.28, -1.14, 0.87)
H (9.17, -0.03, 2.04)
H (9.19, -2.05, 2.97)
C (4.11, -6.12, -1.95)
O (4.30, -5.60, -0.66)
H (4.22, -5.40, -2.76)
H (5.00, -6.73, -2.10)
H (3.17, -6.63, -2.13)
H (5.04, -4.99, -0.62)
C (-6.59, 3.68, -4.98)
O (-6.85, 3.53, -6.38)
H (-7.16, 2.87, -4.50)
H (-5.52, 3.66, -4.77)
H (-6.93, 4.60, -4.52)
H (-6.38, 2.77, -6.71)
C (-7.85, -6.02, -5.50)
O (-6.63, -6.06, -4.71)
H (-8.45, -5.15, -5.25)
H (-7.63, -6.05, -6.56)
H (-8.49, -6.88, -5.30)
H (-5.90, -5.77, -5.26)
C (5.33, 5.78, 7.32)
O (5.46, 7.19, 7.30)
H (5.93, 5.27, 8.08)
H (4.32, 5.40, 7.46)
H (5.67, 5.40, 6.36)
H (4.74, 7.48, 6.75)
C (-2.96, -1.08, 5.13)
O (-4.03, -1.97, 5.17)
H (-2.85, -0.60, 6.11)
H (-2.07, -1.64, 4.87)
H (-3.01, -0.21, 4.47)
H (-3.60, -2.83, 5.17)
C (5.16, 7.77, 0.10)
O (4.49, 8.15, -1.10)
H (4.42, 7.63, 0.89)
H (5.82, 6.91, -0.05)
H (5.76, 8.62, 0.42)
H (3.74, 7.55, -1.16)
C (0.40, 8.21, 5.40)
O (1.42, 9.06, 5.00)
H (-0.59, 8.56, 5.10)
H (0.43, 7.26, 4.86)
H (0.40, 7.96, 6.46)
H (0.94, 9.73, 4.50)
C (-5.30, -0.75, -10.10)
O (-4.72, -0.41, -8.82)
H (-6.12, -0.09, -10.37)
H (-4.55, -0.74, -10.88)
H (-5.74, -1.75, -10.07)
H (-4.19, -1.17, -8.57)
C (-0.90, -6.08, -6.50)
O (-2.03, -5.60, -7.29)
H (-0.13, -5.31, -6.52)
H (-0.94, -6.34, -5.44)
H (-0.55, -6.95, -7.05)
H (-1.82, -5.40, -8.21)
C (1.11, 2.46, -9.05)
O (1.66, 3.42, -9.85)
H (0.60, 3.11, -8.34)
H (0.39, 1.78, -9.51)
H (1.82, 1.86, -8.47)
H (2.35, 3.10, -10.43)
C (-0.94, 6.91, -3.47)
O (-0.32, 6.16, -2.46)
H (-0.27, 7.20, -4.28)
H (-1.52, 6.19, -4.04)
H (-1.51, 7.74, -3.06)
H (-0.97, 5.97, -1.77)

Properties
Energy (eV): -75279.28107
Charge: +2
Max |F| (Eh/bohr): 0.06025
HOMO-LUMO gap (eV): 1.9
Lowest unoccupied orbital energy (eV): -9.021